#i
This record from the OMol25 dataset describes 2 unconnected molecules or ions with the total composition C5H6N2O2. The level of theory is ωB97M-V/def2-TZVPD.

Output
HOMO level = -0.360 Eh
Kohn-Sham gap = 0.371 Ha
LUMO = 0.30 eV

The geometry in ORCA input format:
```
! RIJCOSX wB97M-V def2-TZVPD def2/J DEFGRID3
* xyz 0 1
C -0.051 1.099 -0.345
C 2.294 -0.585 -0.041
C -0.909 0.550 0.856
C -1.432 -0.786 0.231
C -1.147 -0.539 -1.251
N 2.772 0.148 0.765
N -0.337 0.385 -1.513
O 0.752 1.996 -0.248
O 1.679 -1.227 -0.773
H -0.368 0.528 1.856
H -1.786 1.269 0.993
H -0.893 -1.626 0.488
H -2.471 -0.887 0.350
H -1.373 -1.293 -1.912
H 3.269 0.968 0.545
*
```

***

#ii
This record from the OMol25 dataset describes a single C5H6N2O2 molecule. The level of theory is ωB97M-V/def2-TZVPD.

Output
HOMO level = -0.349 Eh
Kohn-Sham gap = 0.374 Ha
LUMO = 0.68 eV

The geometry in ORCA input format:
```
! RIJCOSX wB97M-V def2-TZVPD def2/J DEFGRID3
* xyz 0 1
C 3.117 0.262 -0.204
C 1.797 -0.074 -0.019
C 0.766 -0.588 -0.101
C -0.572 -1.141 -0.070
C -0.932 1.405 0.021
H 3.466 0.516 0.713
H 3.638 -0.691 -0.573
H 3.740 1.008 -0.888
H -0.671 -2.296 -0.301
H -0.014 0.548 1.804
H -1.135 2.564 0.136
N -0.802 0.612 1.240
N -1.394 0.859 -1.048
O -0.945 -0.786 1.119
O -1.394 -0.606 -1.119
*
```

***

Verdict on stability: #i comes out on top.

***

#i
This record from the OMol25 dataset describes a single C5H6N2O2 molecule. The level of theory is ωB97M-V/def2-TZVPD.

Output
HOMO level = -0.341 Eh
Kohn-Sham gap = 0.369 Ha
LUMO = 0.76 eV

The geometry in ORCA input format:
```
! RIJCOSX wB97M-V def2-TZVPD def2/J DEFGRID3
* xyz 0 1
C 1.855 1.326 0.475
C 1.958 -0.148 -0.001
C -0.549 -0.271 -0.121
C -2.307 0.900 -0.333
C -2.630 -0.324 0.278
H 1.462 1.545 1.591
H 2.697 1.601 0.507
H 1.323 1.843 0.006
H 0.736 -1.432 -0.697
H -2.926 1.664 -0.411
H -3.487 -0.785 0.505
N 0.801 -0.820 -0.044
N -0.938 0.944 -0.507
O 2.963 -0.657 -0.296
O -1.564 -1.117 0.368
*
```

***

#ii
This record from the OMol25 dataset describes 2 unconnected molecules or ions with the total composition C5H6N2O2. The level of theory is ωB97M-V/def2-TZVPD.

Output
HOMO level (alpha / beta) = -0.341 / -0.342 Eh
Kohn-Sham gap (alpha / beta) = 0.313 / 0.313 Ha
LUMO (alpha / beta) = -0.78 / -0.78 eV

The geometry in ORCA input format:
```
! RIJCOSX wB97M-V def2-TZVPD def2/J DEFGRID3
* xyz 0 1
C -1.337 -1.352 -1.063
C -1.157 -0.118 -0.866
C 1.057 -0.059 1.125
C 0.492 -0.229 2.161
C 2.190 0.010 0.170
N -1.469 -2.512 -1.381
N -0.978 1.127 -0.719
O 0.010 1.777 -1.126
O -1.724 1.829 0.229
H -1.489 2.786 -0.034
H -2.385 -2.957 -1.228
H -0.311 -0.405 2.881
H 1.593 -0.186 -0.829
H 2.519 1.058 0.183
H 2.991 -0.768 0.498
*
```

***

Verdict on stability: #i comes out on top.